# 1
Below is one molecule with the formula C21H23N5O5S2, with properties calculated with the ωB97M-V functional and the def2-TZVPD basis.

Structure (SMILES)   CCOC(=O)c1sc(NC(=O)CSc2nnnn2-c2ccc(C)cc2)c(C(=O)OCC)c1C
E_tot   -61509.4426 eV
Strongest force on any atom   1.87 eV/Å
Kohn-Sham gap   8.75 eV
Relative energy (zero: lowest compared OMol25 entry of this formula, charge and spin)   21.4 kJ/mol

```
! wB97M-V def2-TZVPD RIJCOSX def2/J DEFGRID3
* xyz 0 1
C 5.110 -0.310 6.111
C 5.302 0.635 4.933
O 4.199 0.572 4.033
C 4.215 -0.401 3.107
O 5.122 -1.192 2.977
C 3.003 -0.336 2.301
S 1.836 0.900 2.712
C 0.836 0.362 1.436
N -0.370 0.936 1.164
C -0.894 1.953 1.893
O -0.300 2.459 2.818
C -2.289 2.373 1.472
S -2.582 2.262 -0.323
C -3.042 0.593 -0.424
N -3.337 -0.164 0.616
N -3.604 -1.365 0.133
N -3.492 -1.398 -1.123
N -3.136 -0.176 -1.545
C -2.871 0.089 -2.891
C -2.646 -0.993 -3.738
C -2.370 -0.771 -5.070
C -2.315 0.522 -5.586
C -2.000 0.743 -7.032
C -2.553 1.587 -4.729
C -2.834 1.383 -3.390
C 1.357 -0.715 0.723
C 0.605 -1.282 -0.391
O -0.448 -0.804 -0.797
O 1.145 -2.370 -0.926
C 0.437 -2.982 -2.005
C 0.714 -2.279 -3.327
C 2.623 -1.119 1.238
C 3.432 -2.241 0.694
H 4.175 -0.089 6.620
H 5.088 -1.339 5.760
H 5.933 -0.194 6.810
H 5.338 1.675 5.264
H 6.218 0.381 4.389
H -0.850 0.488 0.375
H -3.022 1.723 1.954
H -2.461 3.409 1.761
H -2.693 -1.992 -3.334
H -2.194 -1.611 -5.725
H -0.966 0.466 -7.237
H -2.639 0.125 -7.660
H -2.138 1.785 -7.308
H -2.525 2.597 -5.110
H -3.033 2.226 -2.747
H 0.796 -4.012 -2.024
H -0.635 -2.965 -1.781
H 0.330 -1.262 -3.299
H 1.784 -2.250 -3.519
H 0.223 -2.817 -4.132
H 3.633 -2.078 -0.363
H 4.368 -2.323 1.237
H 2.878 -3.174 0.781
*
```



# 2
Below is a 2-piece molecular cluster, C5H8N2 overall, with properties calculated with the ωB97M-V functional and the def2-TZVPD basis.

E_tot   -8288.9695 eV
Strongest force on any atom   2.37 eV/Å
Kohn-Sham gap (spin up / spin down)   11.10 / 6.64 eV
Relative energy (zero: lowest compared OMol25 entry of this formula, charge and spin)   581.5 kJ/mol

```
! wB97M-V def2-TZVPD RIJCOSX def2/J DEFGRID3
* xyz 0 1
C -1.974 0.121 0.075
C -1.004 -0.409 -0.959
C 0.287 0.230 -1.310
C 0.859 1.215 -0.406
N 1.449 1.777 0.432
N 0.227 -1.072 -0.642
C 1.957 -0.467 1.472
H -1.465 0.712 0.843
H -2.731 0.752 -0.404
H -2.490 -0.712 0.565
H -1.508 -0.837 -1.835
H 0.629 0.306 -2.342
H 1.668 -0.670 0.454
H 2.831 -0.956 1.903
H 1.265 0.009 2.154
*
```



# 3
Below is C26H42BrNOP2Sn as an isolated structure, with properties calculated with the ωB97M-V functional and the def2-TZVPD basis.

E_tot   -125614.5301 eV
Strongest force on any atom   3.88 eV/Å
Kohn-Sham gap   5.73 eV
Relative energy (zero: lowest compared OMol25 entry of this formula, charge and spin)   0.0 kJ/mol

```
! wB97M-V def2-TZVPD RIJCOSX def2/J DEFGRID3
* xyz 2 1
C 2.120 4.242 0.114
C 1.006 3.747 -0.587
C 1.139 3.378 -1.939
C 2.354 3.661 -2.571
N 3.401 4.173 -1.914
C 3.290 4.483 -0.615
C -0.199 3.444 0.114
C -0.831 2.511 0.686
C -2.086 2.425 1.340
C -2.493 1.281 2.090
C -3.867 1.044 2.239
C -4.735 2.026 1.799
C -4.334 3.302 1.313
C -2.983 3.502 1.068
Sn -0.487 -0.157 1.104
P 2.050 -0.475 0.452
H 0.348 2.863 -2.485
H 2.106 4.390 1.193
H 2.490 3.466 -3.643
H 4.165 4.936 -0.138
H -2.577 4.438 0.623
H -1.840 0.576 2.711
H -5.078 4.071 1.101
H -4.234 0.126 2.673
C 2.635 -2.189 0.725
C 3.797 -2.704 -0.120
H 1.753 -2.836 0.586
H 2.890 -2.243 1.795
H 3.963 -3.753 0.160
H 3.597 -2.673 -1.198
H 4.727 -2.153 0.069
C 2.258 -0.113 -1.339
C 3.643 0.286 -1.845
H 1.540 0.692 -1.574
H 1.907 -1.011 -1.878
H 3.568 0.376 -2.938
H 3.971 1.260 -1.455
H 4.414 -0.462 -1.613
C 3.164 0.657 1.347
C 4.632 0.262 1.455
H 2.730 0.771 2.353
H 3.067 1.636 0.854
H 5.137 1.031 2.054
H 4.783 -0.704 1.952
H 5.130 0.220 0.478
Br -6.608 1.578 1.880
P -1.826 -1.691 -0.711
C -0.747 -2.595 -1.879
C -1.264 -3.906 -2.457
H 0.185 -2.790 -1.327
H -0.476 -1.899 -2.686
H -0.467 -4.356 -3.064
H -1.531 -4.628 -1.680
H -2.135 -3.771 -3.107
C -2.887 -2.906 0.148
C -4.233 -3.229 -0.488
H -3.047 -2.498 1.159
H -2.290 -3.820 0.284
H -4.774 -3.908 0.180
H -4.850 -2.337 -0.627
H -4.137 -3.727 -1.459
C -2.908 -0.555 -1.666
C -3.309 -0.987 -3.077
H -2.366 0.402 -1.723
H -3.797 -0.357 -1.044
H -3.894 -0.169 -3.522
H -2.437 -1.167 -3.718
H -3.932 -1.892 -3.083
C 0.431 -0.128 4.657
O -0.141 -0.956 3.617
H 1.467 0.115 4.353
H 0.479 -0.609 5.658
H -0.162 0.793 4.748
H -0.373 -1.812 4.034
*
```



# 4
Below is one molecule with the formula C3H3ClN2O, with properties calculated with the ωB97M-V functional and the def2-TZVPD basis.

Structure (SMILES)   [H]/N=C(Cl)/C(C=O)=N\[H]
E_tot   -20707.8646 eV
Strongest force on any atom   3.46 eV/Å
Kohn-Sham gap   10.17 eV
Relative energy (zero: lowest compared OMol25 entry of this formula, charge and spin)   161.6 kJ/mol

```
! wB97M-V def2-TZVPD RIJCOSX def2/J DEFGRID3
* xyz 0 1
H -1.058 -2.280 1.149
N -0.517 -1.477 0.906
C -1.009 -0.581 0.225
Cl -2.593 -0.783 -0.443
C -0.277 0.636 -0.203
C -1.057 1.973 -0.068
O -0.996 2.431 1.005
N 0.824 0.557 -0.833
H 1.312 -0.285 -0.790
H -1.561 2.398 -0.952
*
```



# 5
Below is C7H19KO7S as an isolated structure, with properties calculated with the ωB97M-V functional and the def2-TZVPD basis.

E_tot   -49051.7502 eV
<S²>   0.755
Strongest force on any atom   4.89 eV/Å
Kohn-Sham gap (spin up / spin down)   10.83 / 6.40 eV

```
! wB97M-V def2-TZVPD RIJCOSX def2/J DEFGRID3
* xyz 1 2
K 1.275 0.596 0.980
C 6.052 -0.926 0.567
C 4.594 -0.632 0.772
O 3.923 -0.144 -0.122
O 4.107 -0.990 1.882
H 6.469 -1.297 1.503
H 6.641 -0.119 0.133
H 6.139 -1.853 0.000
C 1.061 -3.021 0.820
O 1.409 -2.057 1.760
H 0.946 -4.004 1.277
H 0.114 -2.701 0.386
H 1.850 -3.149 0.079
H 2.368 -2.017 1.759
C -1.629 1.371 4.070
O -0.614 1.281 3.114
H -1.455 2.147 4.816
H -2.552 1.759 3.638
H -1.846 0.414 4.544
H 0.187 1.566 3.559
O -1.294 -0.163 -3.606
S -1.486 -0.097 -2.134
O -0.380 -0.438 -1.261
O -2.204 1.382 -1.715
C -3.231 1.835 -2.521
C -2.715 3.101 -3.143
C -2.948 -1.172 -1.637
H -4.127 1.873 -1.901
H -3.507 1.165 -3.335
H -3.458 3.616 -3.753
H -1.787 2.989 -3.704
H -2.409 3.788 -2.354
H -3.757 -1.058 -2.359
H -3.189 -0.869 -0.618
H -2.546 -2.176 -1.499
*
```



# 6
Below is an isolated ion of composition C9H14N3 and charge +1, with properties calculated with the ωB97M-V functional and the def2-TZVPD basis.

Structure (SMILES)   CC1=CC=[N+]=C(C)[C@@H]1C=C(N)N
E_tot   -14021.2497 eV
Strongest force on any atom   4.96 eV/Å
Kohn-Sham gap (spin up / spin down)   7.12 / 7.12 eV
Relative energy (zero: lowest compared OMol25 entry of this formula, charge and spin)   263.6 kJ/mol

```
! wB97M-V def2-TZVPD RIJCOSX def2/J DEFGRID3
* xyz 1 1
C 2.360 1.799 0.215
C 0.990 1.273 -0.088
C -0.172 2.046 0.121
C -1.360 1.826 -0.580
N -1.595 0.734 -1.283
C -0.621 -0.125 -1.493
C -0.826 -1.311 -2.336
C 0.754 -0.013 -0.773
C 0.638 -0.670 0.667
C -0.439 -1.236 1.401
N -1.776 -1.057 1.083
N -0.137 -1.938 2.505
H 3.153 0.928 0.427
H 2.113 2.452 1.191
H 2.671 2.451 -0.546
H -0.059 3.066 0.539
H -2.046 2.676 -0.541
H 0.118 -1.729 -2.951
H -1.686 -1.159 -3.002
H -1.100 -2.230 -1.691
H 1.559 -0.238 -1.412
H 1.628 -0.990 1.035
H -2.022 -0.487 0.286
H -2.400 -1.483 1.777
H 0.945 -1.950 2.554
H -0.690 -2.636 2.893
*
```



# 7
Below is a 2-piece molecular cluster, C3H8N2S overall, with properties calculated with the ωB97M-V functional and the def2-TZVPD basis.

E_tot   -17052.3911 eV
Strongest force on any atom   3.95 eV/Å
Kohn-Sham gap   8.17 eV
Relative energy (zero: lowest compared OMol25 entry of this formula, charge and spin)   418.7 kJ/mol

```
! wB97M-V def2-TZVPD RIJCOSX def2/J DEFGRID3
* xyz 0 1
C 0.003 -0.056 -1.367
C 0.965 1.095 -1.399
C 0.068 -2.457 -1.098
N 0.081 -1.250 -1.363
N -1.195 1.323 1.998
S -0.307 -0.107 2.235
H 0.762 1.681 -2.343
H 0.537 1.749 -0.538
H 2.003 0.772 -1.128
H 0.620 0.345 3.038
H -0.101 -3.277 -1.760
H -0.168 -2.816 -0.108
H -1.492 1.435 1.055
H -1.775 1.562 2.776
*
```



# 8
Below is C37H44BrCaF5N3O2Si2 as an isolated structure, with properties calculated with the ωB97M-V functional and the def2-TZVPD basis.

E_tot   -165476.1725 eV
Strongest force on any atom   0.12 eV/Å
Kohn-Sham gap   6.22 eV
Relative energy (zero: lowest compared OMol25 entry of this formula, charge and spin)   0.0 kJ/mol

```
! wB97M-V def2-TZVPD RIJCOSX def2/J DEFGRID3
* xyz -1 1
Ca -0.653 -0.693 -0.579
C -0.740 -4.113 0.155
O 0.013 -3.099 -0.493
C 0.517 -3.494 -1.765
C -0.593 -3.572 -2.790
O -1.386 -2.419 -2.623
C -2.366 -2.296 -3.634
H -1.660 -4.339 -0.391
H -0.991 -3.742 1.146
H -0.139 -5.021 0.252
H 1.037 -4.455 -1.681
H 1.227 -2.721 -2.054
H -1.219 -4.466 -2.661
H -0.150 -3.607 -3.791
H -1.892 -2.090 -4.600
H -3.032 -1.486 -3.346
H -2.956 -3.216 -3.712
C 2.975 1.257 5.179
Si 2.057 1.520 3.540
C 3.285 2.335 2.361
C 0.795 2.872 3.998
C 1.314 0.044 2.747
C -0.064 -0.250 2.890
C -0.815 0.138 4.052
C -2.099 -0.275 4.255
C -2.722 -1.101 3.306
C -1.995 -1.397 2.184
N -0.741 -0.973 1.925
Si 2.413 -1.314 2.184
C 1.693 -3.007 2.634
C 2.954 -1.457 0.381
C 4.070 -1.264 3.106
H 3.263 2.222 5.609
H 3.878 0.657 5.065
H 2.326 0.750 5.899
H 3.803 3.172 2.838
H 2.763 2.708 1.476
H 4.040 1.630 2.006
H 1.222 3.860 3.801
H 0.556 2.836 5.064
H -0.148 2.786 3.457
H -0.309 0.705 4.820
H -2.619 0.010 5.163
H -3.734 -1.462 3.420
H -2.465 -1.984 1.401
H 1.084 -3.396 1.822
H 1.075 -2.956 3.533
H 2.506 -3.718 2.815
H 2.125 -1.502 -0.326
H 3.545 -2.372 0.256
H 3.575 -0.608 0.084
H 3.924 -1.426 4.176
H 4.617 -0.329 2.978
H 4.705 -2.071 2.727
N -1.893 1.044 -3.153
C -1.039 2.119 -3.090
C -0.550 2.723 -4.228
C 0.265 3.865 -4.158
C 0.577 4.438 -2.958
C 0.118 3.831 -1.766
C 0.430 4.338 -0.485
C 0.018 3.675 0.629
C -0.667 2.452 0.473
N -0.988 1.951 -0.696
C -0.649 2.649 -1.819
H -2.226 0.619 -2.292
H -1.756 0.408 -3.919
H -0.816 2.311 -5.195
H 0.636 4.300 -5.079
H 1.191 5.328 -2.898
H 1.011 5.250 -0.409
H 0.249 4.034 1.619
H -0.933 1.861 1.346
F 0.588 -1.285 -4.390
C 1.299 -0.291 -3.757
C 1.176 -0.101 -2.403
C 1.930 0.953 -1.938
F 1.860 1.284 -0.614
C 2.736 1.770 -2.711
F 3.422 2.799 -2.188
C 2.811 1.521 -4.068
F 3.564 2.297 -4.863
C 2.084 0.476 -4.602
F 2.139 0.244 -5.928
Br -7.880 -1.048 0.113
C -6.008 -0.881 -0.231
C -5.271 -2.008 -0.546
C -3.911 -1.859 -0.801
C -3.217 -0.635 -0.746
C -4.040 0.456 -0.420
C -5.408 0.361 -0.166
H -5.752 -2.978 -0.594
H -3.368 -2.771 -1.053
H -3.602 1.450 -0.356
H -5.994 1.238 0.080
*
```